{
  "formula": "CF9KN3O15S7",
  "method": "the ωB97M-V functional and the def2-TZVPD basis",
  "total_charge": -3,
  "e_lumo_ev": 6.1,
  "spin_multiplicity": 1,
  "homo_energy_ev": -1.67,
  "de_lowest_kj_mol": 0.0,
  "elements": ["K", "N", "S", "O", "O", "F", "S", "O", "O", "F", "N", "S", "O", "O", "F", "S", "O", "O", "F", "N", "S", "O", "O", "F", "S", "O", "O", "F", "C", "F", "F", "F", "S", "O", "O", "O"],
  "xyz": [[0.600, -0.116, 0.640], [3.069, 0.189, 1.406], [4.013, 0.515, 0.237], [5.385, 0.858, 0.503], [3.447, 1.212, -0.890], [4.134, -1.031, -0.256], [3.061, 1.796, 1.997], [2.106, 2.621, 1.342], [4.259, 2.440, 2.456], [2.301, 1.433, 3.373], [1.266, 1.267, -4.183], [-0.142, 2.106, -3.735], [-0.060, 2.732, -2.433], [-1.407, 1.595, -4.219], [0.168, 3.320, -4.728], [0.905, -0.088, -3.663], [0.018, -0.842, -4.506], [0.786, -0.309, -2.245], [2.320, -0.760, -4.105], [-0.279, -1.981, 3.088], [-0.830, -0.915, 4.228], [-0.006, -0.760, 5.410], [-2.230, -0.588, 4.279], [-0.273, 0.336, 3.393], [-1.306, -3.088, 3.375], [-2.532, -2.961, 2.639], [-1.411, -3.518, 4.765], [-0.633, -4.383, 2.667], [-3.333, -0.910, -1.894], [-4.264, -0.860, -2.860], [-3.509, -2.008, -1.161], [-2.126, -0.975, -2.437], [-3.374, 0.691, -0.775], [-4.592, 0.553, 0.023], [-2.089, 0.596, -0.070], [-3.442, 1.829, -1.660]],
  "lowdin_charge": [0.81, -0.35, 0.40, -0.30, -0.27, -0.22, 0.53, -0.26, -0.28, -0.20, -0.28, 0.57, -0.27, -0.28, -0.23, 0.40, -0.31, -0.34, -0.23, -0.29, 0.54, -0.30, -0.26, -0.25, 0.44, -0.28, -0.33, -0.22, -0.65, 0.10, 0.12, 0.11, 0.48, -0.37, -0.40, -0.34]
}